No. 1
{
  "formula": "C4H7NO",
  "method": "the ωB97M-V functional and the def2-TZVPD basis",
  "elements": ["C", "C", "N", "C", "C", "O", "H", "H", "H", "H", "H", "H", "H"],
  "positions_angstrom": [[-0.05, 1.31, 1.72], [0.45, 0.59, 0.76], [-0.30, -0.02, -0.27], [-1.68, 0.20, -0.36], [0.41, -0.98, -1.01], [1.60, -1.22, -0.86], [0.58, 1.65, 2.53], [-1.13, 1.44, 1.84], [1.47, 0.42, 0.70], [-2.36, -0.53, 0.06], [-1.74, 1.17, 0.20], [-2.00, 0.35, -1.42], [-0.32, -1.33, -1.76]],
  "mulliken_charge": [-0.8987, 0.1349, 0.0340, -0.8712, 0.1379, -0.5503, 0.2464, 0.2101, 0.3826, 0.2827, 0.2501, 0.3380, 0.3034],
  "multiplicity": 1,
  "smiles": "C=CN(C)C=O",
  "total_charge": 0
}

---

No. 2
{
  "formula": "C4H7NO",
  "method": "the ωB97M-V functional and the def2-TZVPD basis",
  "elements": ["O", "C", "C", "N", "C", "C", "H", "H", "H", "H", "H", "H", "H"],
  "positions_angstrom": [[-2.90, 0.36, 0.57], [-1.90, -0.30, 0.61], [-0.51, 0.29, 0.76], [0.45, -0.55, 0.10], [0.84, -0.27, -1.25], [1.88, 0.20, -0.30], [-1.92, -1.41, 0.55], [-0.28, 0.34, 1.84], [-0.51, 1.32, 0.38], [0.19, 0.46, -1.72], [1.05, -1.14, -1.88], [1.71, -0.62, 0.53], [1.77, 1.28, -0.09]],
  "mulliken_charge": [-0.4729, -0.0044, -0.3808, -0.2480, -0.2482, -0.7049, 0.3620, 0.3239, 0.2991, 0.2543, 0.2166, 0.4312, 0.1721],
  "multiplicity": 1,
  "total_charge": 0
}

---

No. 3
{
  "formula": "C4H7NO",
  "method": "the ωB97M-V functional and the def2-TZVPD basis",
  "elements": ["C", "C", "C", "C", "O", "N", "H", "H", "H", "H", "H", "H", "H"],
  "positions_angstrom": [[1.13, 0.81, 0.92], [0.04, 0.35, -0.03], [0.20, -0.97, -0.81], [-1.30, -0.91, -0.62], [-2.22, -0.93, -1.40], [-1.19, -0.22, 0.60], [0.77, 1.60, 1.58], [1.44, -0.03, 1.55], [2.00, 1.17, 0.37], [-0.30, 1.10, -0.77], [0.54, -0.96, -1.85], [0.73, -1.71, -0.21], [-1.96, 0.40, 0.81]],
  "mulliken_charge": [-1.2617, 0.3307, -0.6777, 0.6553, -0.5773, -0.5064, 0.3199, 0.3074, 0.3206, 0.2943, 0.2774, 0.2520, 0.2654],
  "multiplicity": 1,
  "total_charge": 0
}

---

No. 4
{
  "formula": "C4H7NO",
  "method": "the ωB97M-V functional and the def2-TZVPD basis",
  "elements": ["C", "C", "C", "C", "O", "N", "H", "H", "H", "H", "H", "H", "H"],
  "positions_angstrom": [[-1.57, -0.33, 0.34], [-0.30, -0.13, -0.46], [0.58, 1.09, -0.10], [1.67, 0.06, 0.24], [2.82, 0.10, 0.60], [0.83, -0.98, -0.06], [-1.91, -1.37, 0.31], [-1.43, -0.06, 1.39], [-2.38, 0.29, -0.07], [-0.51, -0.20, -1.54], [0.88, 1.70, -0.96], [0.24, 1.73, 0.71], [1.07, -1.91, -0.38]],
  "mulliken_charge": [-1.3067, 0.3237, -0.5382, 0.3568, -0.5963, -0.2010, 0.3078, 0.3365, 0.3221, 0.2812, 0.2431, 0.2446, 0.2263],
  "multiplicity": 1,
  "smiles": "C[C@H]1CC(=O)N1",
  "total_charge": 0
}

---

No. 5
{
  "formula": "C4H7NO",
  "method": "the ωB97M-V functional and the def2-TZVPD basis",
  "elements": ["C", "C", "C", "O", "C", "N", "H", "H", "H", "H", "H", "H", "H"],
  "positions_angstrom": [[-1.33, -0.89, 0.26], [-0.34, 0.03, -0.55], [0.34, 1.36, -0.04], [1.61, 0.93, 0.46], [1.69, -0.37, 0.11], [0.75, -0.92, -0.52], [-1.90, -1.59, -0.35], [-2.05, -0.26, 0.74], [-0.92, -1.54, 1.05], [-0.77, 0.19, -1.55], [-0.16, 1.86, 0.78], [0.53, 2.09, -0.83], [2.57, -0.88, 0.44]],
  "mulliken_charge": [-1.2288, 0.3117, -0.3873, -0.3879, -0.0047, -0.5521, 0.3203, 0.3684, 0.3091, 0.3230, 0.2522, 0.2683, 0.4080],
  "multiplicity": 1,
  "smiles": "C[C@H]1COC=N1",
  "total_charge": 0
}

---

No. 6
{
  "formula": "C4H7NO",
  "method": "the ωB97M-V functional and the def2-TZVPD basis",
  "elements": ["C", "C", "N", "C", "C", "O", "H", "H", "H", "H", "H", "H", "H"],
  "positions_angstrom": [[-1.56, -1.19, -0.09], [-0.24, -1.11, 0.02], [0.46, 0.12, -0.04], [-0.30, 1.39, -0.02], [1.86, 0.01, 0.01], [2.44, -1.05, -0.11], [-1.99, -2.19, 0.17], [-2.26, -0.39, -0.24], [0.48, -1.93, 0.29], [-1.19, 1.42, -0.72], [-0.52, 1.72, 1.10], [0.45, 2.18, -0.50], [2.38, 1.01, 0.12]],
  "mulliken_charge": [-0.8355, 0.1047, 0.1125, -0.9716, 0.1656, -0.5443, 0.2152, 0.2485, 0.3087, 0.3481, 0.2623, 0.3152, 0.2708],
  "multiplicity": 1,
  "smiles": "C=CN(C)C=O",
  "total_charge": 0
}

---

No. 7
{
  "formula": "C4H7NO",
  "method": "the ωB97M-V functional and the def2-TZVPD basis",
  "elements": ["C", "N", "C", "C", "C", "O", "H", "H", "H", "H", "H", "H", "H"],
  "positions_angstrom": [[-0.57, 0.66, 1.48], [0.35, -0.01, 0.58], [0.96, 1.15, -0.86], [0.02, -0.80, -0.35], [-0.33, -1.97, -0.84], [0.39, 2.21, -0.83], [2.01, 0.92, -0.67], [0.54, 0.22, -1.56], [-1.57, 0.23, 1.46], [-0.19, 0.60, 2.50], [-0.64, 1.71, 1.16], [-0.31, -2.84, -0.21], [-0.67, -2.09, -1.86]],
  "mulliken_charge": [-0.6890, -0.2751, 0.0941, 0.5130, -0.8994, -0.5127, 0.3176, 0.0674, 0.2883, 0.2401, 0.3049, 0.2688, 0.2822],
  "multiplicity": 1,
  "total_charge": 0
}

---

No. 8
{
  "formula": "C4H7NO",
  "method": "the ωB97M-V functional and the def2-TZVPD basis",
  "elements": ["C", "C", "C", "C", "N", "O", "H", "H", "H", "H", "H", "H", "H"],
  "positions_angstrom": [[-1.81, -0.35, -0.28], [0.79, 0.96, 0.04], [0.12, -0.20, 0.64], [1.09, -0.47, -0.39], [-2.88, -0.33, 0.34], [2.35, -0.86, 0.08], [-1.51, -0.27, -1.33], [0.25, 1.60, -0.49], [1.67, 1.44, 0.59], [0.05, -0.48, 1.68], [0.94, -0.71, -1.41], [-3.75, -0.18, -0.20], [2.69, -0.15, 0.73]],
  "mulliken_charge": [-0.0154, -0.6193, 0.0108, -0.1183, -0.4858, -0.5489, 0.2371, 0.2677, 0.0922, 0.2711, 0.3342, 0.2657, 0.3088],
  "multiplicity": 1,
  "total_charge": 0
}

---

No. 9
{
  "formula": "C4H7NO",
  "method": "the ωB97M-V functional and the def2-TZVPD basis",
  "elements": ["C", "C", "N", "C", "C", "O", "H", "H", "H", "H", "H", "H", "H"],
  "positions_angstrom": [[2.13, -0.19, 0.15], [0.67, 0.05, 0.03], [0.09, 1.17, -0.11], [-1.34, 0.88, -0.24], [-1.46, -0.63, 0.06], [-0.09, -1.08, 0.06], [2.33, -0.90, 0.96], [2.65, 0.76, 0.35], [2.52, -0.62, -0.77], [-1.93, 1.49, 0.44], [-1.67, 1.12, -1.26], [-2.00, -1.20, -0.70], [-1.89, -0.84, 1.04]],
  "mulliken_charge": [-0.9844, 0.7085, -0.5697, -0.3491, -0.2680, -0.3895, 0.2938, 0.3041, 0.2617, 0.2645, 0.2571, 0.2350, 0.2360],
  "multiplicity": 1,
  "smiles": "CC1=NCCO1",
  "total_charge": 0
}

---

No. 10
{
  "formula": "C4H7NO",
  "method": "the ωB97M-V functional and the def2-TZVPD basis",
  "elements": ["C", "N", "C", "H", "H", "H", "C", "C", "O", "H", "H", "H", "H"],
  "positions_angstrom": [[0.19, -1.37, -0.94], [1.38, -0.98, -0.81], [0.52, -0.29, -1.85], [-0.48, -2.09, -0.50], [0.75, -0.51, -2.89], [0.23, 0.74, -1.63], [-0.96, 0.38, 1.31], [0.43, 0.95, 1.13], [0.65, 1.91, 0.42], [-0.94, -0.65, 1.66], [-1.52, 0.46, 0.37], [-1.49, 0.99, 2.05], [1.24, 0.45, 1.69]],
  "mulliken_charge": [-0.0789, -0.4007, -0.2006, 0.3272, 0.2252, 0.1350, -0.8888, 0.1378, -0.4851, 0.2581, 0.2899, 0.3222, 0.3588],
  "multiplicity": 1,
  "smiles": "C1=NC1.CC=O",
  "total_charge": 0
}

---

Listing DFT total energy for the structures above in their given order: -286.5703; -286.4444; -286.5840; -286.6046; -286.5678; -286.5666; -286.4483; -286.4326; -286.6015; -286.5063 a.u..